Entry 1:
Density functional theory data (ωB97M-V/def2-TZVPD) for a 2-piece molecular cluster, C3H4O2 overall.

- Energy relative to the best compared isomer or geometry (same formula, charge and spin): 116.9 kcal per mole
- DFT total energy: -7265.6150 eV
- Maximum force: 0.68 eV/Å
- HOMO energy: -9.1736 eV

The geometry in XYZ format:
```
9
C3H4O2 | the Open Molecules 2025 dataset | ωB97M-V/def2-TZVPD
O 1.01282 -1.53408 0.93480
C 0.17234 -0.82065 0.48625
C -0.43800 -0.59599 -0.91251
O -1.23776 0.43182 -0.24776
C -0.81203 0.31169 0.99649
H -1.07625 -1.38798 -1.30979
H 0.20532 -0.17434 -1.68945
H 1.38272 1.87393 0.64428
H 0.79084 1.89559 1.09769
```



Entry 2:
Density functional theory data (ωB97M-V/def2-TZVPD) for C49H40FN4O5P2Ru as an isolated structure at a distorted geometry.

- Energy relative to the best compared isomer or geometry (same formula, charge and spin): 0.0 kcal per mole
- DFT total energy: -91528.8294 eV
- Expectation value of S²: 0.76
- Net charge: +2
- Maximum force: 1.32 eV/Å
- HOMO energy (alpha / beta): -13.3309 / -13.2740 eV
- Spin multiplicity: 2

The geometry in XYZ format:
```
102
C49H40FN4O5P2Ru | the Open Molecules 2025 dataset | ωB97M-V/def2-TZVPD
Ru 0.39608 -0.33849 0.27927
O -1.65357 -0.51248 0.33146
P -2.58480 0.61805 -0.12253
C -1.54930 2.06796 -0.50547
P -0.46293 2.54093 0.87411
O 0.07358 1.27972 1.55795
C 0.90610 3.45306 0.17970
C 1.98958 3.70285 1.02609
C 3.07223 4.42791 0.56321
C 3.07889 4.90929 -0.74128
C 2.00511 4.66528 -1.58324
C 0.91510 3.93961 -1.12456
C -1.36924 3.53967 2.03469
C -0.98560 3.48541 3.37487
C -1.63323 4.27601 4.30910
C -2.66469 5.11546 3.91009
C -3.04920 5.17003 2.57715
C -2.40089 4.38709 1.63609
C -3.43562 0.18104 -1.62432
C -3.94879 1.13771 -2.50038
C -4.62914 0.73511 -3.63766
C -4.79607 -0.61823 -3.90097
C -4.28222 -1.57168 -3.03301
C -3.59933 -1.17731 -1.89360
C -3.72986 1.03337 1.17097
C -3.35236 0.81694 2.49610
C -4.20525 1.19546 3.51951
C -5.42737 1.78419 3.22282
C -5.80856 1.99107 1.90320
C -4.96320 1.61312 0.87355
H -2.15070 2.90770 -0.85764
H -0.90165 1.74745 -1.33007
H 1.98432 3.33574 2.04673
H 3.90592 4.63190 1.22227
H 3.92300 5.48347 -1.09923
H 2.01363 5.04062 -2.59724
H 0.08592 3.75764 -1.79590
H -0.19762 2.81204 3.68946
H -1.33786 4.23560 5.34877
H -3.17079 5.73210 4.64078
H -3.85310 5.82503 2.27014
H -2.70790 4.45102 0.59951
H -3.82665 2.19689 -2.30602
H -5.02911 1.47488 -4.31744
H -5.33088 -0.92884 -4.78854
H -4.41878 -2.62437 -3.24051
H -3.19600 -1.91692 -1.21268
H -2.39884 0.35504 2.71845
H -3.92085 1.02520 4.54917
H -6.09417 2.07150 4.02504
H -6.76891 2.43434 1.67799
H -5.27426 1.75559 -0.15441
C 1.65803 -4.62825 -5.73023
C 1.15767 -5.39608 -4.52296
C -0.02946 -6.28568 -4.85148
C -0.35921 -7.16274 -3.65719
C -0.51453 -6.33768 -2.40947
C -1.23303 -6.81874 -1.33844
C -1.39363 -6.05443 -0.18439
F -2.10750 -6.57107 0.81671
C -0.86262 -4.80303 -0.06163
C -0.13757 -4.28633 -1.14344
C 0.38796 -2.94339 -1.07741
O 0.34512 -2.31619 0.03313
C 0.95261 -2.40964 -2.25071
C 1.16693 -3.24015 -3.33129
N 0.77319 -4.50308 -3.37903
C 0.04783 -5.04786 -2.31054
C 1.40600 -1.00012 -2.33668
O 2.27771 -0.60335 -3.05946
O 0.68249 -0.14128 -1.58019
H 1.87396 -5.35167 -6.51485
H 2.58234 -4.08409 -5.54202
H 0.90295 -3.93901 -6.11286
H 1.96642 -6.02374 -4.13613
H 0.22497 -6.90019 -5.71413
H -0.88239 -5.66204 -5.13396
H 0.44543 -7.88877 -3.50752
H -1.26926 -7.73768 -3.82637
H -1.69244 -7.79823 -1.38345
H -0.99671 -4.21663 0.83483
H 1.70287 -2.85363 -4.18424
N 7.55895 2.80660 7.35859
C 6.96399 2.44045 6.44775
C 6.21998 1.98341 5.30586
C 5.19974 1.05045 5.46828
C 4.48353 0.60903 4.37023
C 4.78330 1.11341 3.11268
C 5.79885 2.04254 2.94006
C 6.52128 2.47363 4.03862
N 4.03374 0.67988 1.97487
C 4.45325 0.68240 0.66107
C 3.43433 0.17574 -0.07200
N 2.39372 -0.15499 0.77898
C 2.78735 0.17999 1.99429
H 4.97979 0.66154 6.45258
H 3.72238 -0.14694 4.50565
H 6.02409 2.44859 1.96373
H 7.31595 3.19621 3.91666
H 5.43141 1.01350 0.36512
H 3.38564 0.01403 -1.13476
H 2.19245 0.08354 2.88560
```



Entry 3:
Density functional theory data (ωB97M-V/def2-TZVPD) for a 11-piece molecular cluster, C44H88O33 overall at a distorted geometry.

- Energy relative to the best compared isomer or geometry (same formula, charge and spin): 53.6 kcal per mole
- DFT total energy: -114622.4334 eV
- Maximum force: 3.23 eV/Å
- HOMO energy: -10.5687 eV
- SMILES: CCOC(=O)OC.CCOC(=O)OC.CCOC(=O)OC.CCOC(=O)OC.CCOC(=O)OC.CCOC(=O)OC.CCOC(=O)OC.CCOC(=O)OC.CCOC(=O)OC.CCOC(=O)OC.CCOC(=O)OC

The geometry in XYZ format:
```
165
C44H88O33 | the Open Molecules 2025 dataset | ωB97M-V/def2-TZVPD
C 3.14393 -1.26757 8.36375
C 2.57735 -2.14963 7.22919
O 1.13430 -2.10438 7.16425
C 0.50883 -2.15127 6.00988
O 1.02148 -2.19587 4.91422
O -0.78302 -2.23147 6.26223
C -1.69762 -2.29461 5.16273
H 4.17646 -1.03303 8.20331
H 3.09248 -1.83830 9.32166
H 2.44409 -0.43500 8.56855
H 2.85878 -3.22019 7.40684
H 2.95946 -1.76002 6.33005
H -1.36748 -3.08257 4.51819
H -1.61503 -1.41613 4.55456
H -2.69767 -2.41440 5.50452
C 0.03725 1.55054 5.95928
C -1.28182 1.94180 5.29362
O -0.98091 2.38448 3.95908
C -2.02931 2.84815 3.25785
O -3.18279 3.00314 3.63316
O -1.58868 3.21164 2.03037
C -2.38693 4.19393 1.27509
H 0.76615 2.34066 5.84002
H 0.48702 0.64342 5.61512
H -0.18510 1.48760 7.02862
H -1.69620 2.81367 5.81553
H -2.05000 1.17637 5.20125
H -2.64085 5.10471 1.83460
H -3.23437 3.66888 0.89480
H -1.75465 4.57700 0.43428
C 3.88520 -2.26417 -1.22799
C 4.06044 -3.58084 -1.89794
O 3.12754 -3.80273 -2.94025
C 2.01095 -4.47667 -2.79061
O 1.47822 -4.78905 -1.75238
O 1.63875 -4.83066 -4.04074
C 0.34678 -5.37214 -4.13106
H 2.90681 -2.29228 -0.71825
H 3.88513 -1.40065 -1.88786
H 4.67114 -2.11889 -0.53949
H 4.03540 -4.39351 -1.19437
H 5.04686 -3.62310 -2.43037
H -0.34065 -4.64766 -3.72240
H 0.32332 -6.22746 -3.41387
H 0.13513 -5.59466 -5.13391
C 0.82138 -1.16040 -3.03600
C -0.14068 -0.03076 -3.36751
O -0.11357 0.28818 -4.74775
C 0.75807 1.23833 -5.12742
O 1.62070 1.74768 -4.45376
O 0.52670 1.48090 -6.44194
C 1.13948 2.58763 -7.03394
H 1.75436 -0.85846 -3.51473
H 0.53657 -2.10777 -3.52758
H 1.03697 -1.30173 -2.01526
H 0.15725 0.84427 -2.80747
H -1.20007 -0.20275 -3.19226
H 2.08496 2.27580 -7.55177
H 1.38962 3.18491 -6.15406
H 0.47453 3.07090 -7.75011
C -1.29181 6.03558 -4.13627
C 0.07681 5.46486 -4.37955
O 0.74155 5.02006 -3.20996
C 0.03244 4.03034 -2.62092
O -0.84160 3.40399 -3.14161
O 0.38585 3.90483 -1.38572
C 0.16616 2.65364 -0.72756
H -1.49521 6.78174 -4.87156
H -1.19798 6.58602 -3.19479
H -2.02179 5.21057 -3.95710
H 0.76364 6.24090 -4.72793
H 0.12642 4.68654 -5.22716
H -0.80432 2.24141 -1.00603
H 0.12194 2.80916 0.33116
H 0.98626 2.02230 -1.02036
C -6.14933 5.09491 3.27752
C -5.94837 4.24137 2.04433
O -5.66992 5.10185 0.99959
C -5.14921 4.58373 -0.07398
O -5.01448 3.40340 -0.26659
O -4.74912 5.52783 -0.89500
C -4.29649 5.10387 -2.20247
H -7.00441 5.79113 3.28730
H -5.25729 5.68066 3.49672
H -6.31228 4.40014 4.08742
H -6.88595 3.68000 1.83128
H -5.12356 3.57144 2.25214
H -4.64060 4.11688 -2.39093
H -3.19973 5.16606 -2.28601
H -4.80803 5.81441 -2.88619
C -2.43714 -3.66585 -0.30222
C -2.60822 -2.53397 -1.27930
O -2.06510 -2.91722 -2.56752
C -2.64985 -2.45464 -3.69972
O -3.67174 -1.81973 -3.65451
O -2.00986 -2.74859 -4.80709
C -2.70494 -2.30640 -6.03799
H -1.41457 -3.77613 0.11803
H -2.75362 -4.66919 -0.69988
H -3.05615 -3.33924 0.52959
H -2.08481 -1.59486 -1.05259
H -3.64693 -2.25680 -1.43717
H -3.75728 -2.69379 -5.99910
H -2.08203 -2.71700 -6.76314
H -2.67807 -1.23434 -6.23455
C 4.07423 -0.79530 2.86115
C 5.28177 0.13799 2.93594
O 6.26156 -0.52531 2.12821
C 7.37399 0.17629 1.86236
O 7.69359 1.15904 2.49990
O 8.03524 -0.28474 0.76945
C 9.13126 0.45321 0.33552
H 4.42743 -1.77207 3.20195
H 3.61507 -0.88278 1.89176
H 3.24192 -0.38940 3.44694
H 5.61958 0.22681 3.94361
H 5.16197 1.11983 2.50680
H 8.87553 1.47301 0.05904
H 9.48999 0.02487 -0.57474
H 9.97575 0.42329 1.03168
C -3.46211 1.52100 -3.92846
C -4.88738 1.55630 -3.60232
O -5.50397 2.80519 -4.07208
C -6.83944 2.89380 -4.08606
O -7.40046 3.84592 -4.54536
O -7.43168 1.80505 -3.59690
C -8.80727 1.66255 -4.10356
H -2.97564 0.66478 -3.43602
H -2.89221 2.34577 -3.57634
H -3.26279 1.42962 -5.01322
H -4.92709 1.52467 -2.52606
H -5.43435 0.79110 -4.07755
H -8.87394 1.85571 -5.19366
H -9.38675 2.42967 -3.55026
H -9.20947 0.68525 -3.81746
C 8.41955 -4.64440 3.62481
C 8.25133 -5.59616 2.44023
O 7.05410 -5.34482 1.65313
C 5.89306 -5.85721 2.03813
O 5.71524 -6.67343 2.92755
O 4.96914 -5.30576 1.25295
C 3.59251 -5.48787 1.64491
H 9.19468 -5.06732 4.24838
H 7.57010 -4.65452 4.32278
H 8.62623 -3.62936 3.36924
H 8.24080 -6.62984 2.77640
H 9.06347 -5.55302 1.76269
H 3.38784 -4.91311 2.56026
H 3.44535 -6.52268 1.67325
H 3.02279 -5.13075 0.79380
C 0.53510 -2.08583 1.52069
C 0.22351 -0.75402 2.06054
O -0.64254 -0.02670 1.07070
C -1.94056 0.15199 1.43310
O -2.40396 -0.15774 2.50188
O -2.61799 0.56853 0.40595
C -4.02656 0.63686 0.55165
H -0.33898 -2.69852 1.43509
H 1.19896 -2.52280 2.25559
H 1.14410 -2.15272 0.58537
H 1.00738 -0.07787 2.38518
H -0.46954 -0.93679 2.92643
H -4.52186 -0.30396 0.68044
H -4.34051 1.20757 -0.30752
H -4.22877 1.16548 1.47595
```



Entry 4:
Density functional theory data (ωB97M-V/def2-TZVPD) for one molecule with the formula C10H10N2O2S at a distorted geometry.

- Energy relative to the best compared isomer or geometry (same formula, charge and spin): 78.4 kcal per mole
- DFT total energy: -28438.6462 eV
- Maximum force: 3.56 eV/Å
- HOMO energy: -9.3098 eV

The geometry in XYZ format:
```
25
C10H10N2O2S | the Open Molecules 2025 dataset | ωB97M-V/def2-TZVPD
C 1.87661 -2.03541 0.60780
C 0.78385 -2.86634 0.56338
C 1.71578 -0.67114 0.49520
C -0.49116 -2.41007 0.33500
C 0.38691 -0.17528 0.28103
C -0.75545 -1.05738 0.21049
C -0.99775 1.69768 -0.69083
C -0.00307 1.96077 1.29031
C 0.24764 1.30949 -0.03283
C 1.45969 1.98087 -0.83222
N -1.75168 2.39860 0.10275
N -1.12238 2.64490 1.30413
O -3.13591 -1.69328 0.43716
O -2.29345 -0.70187 -1.76373
S -2.45611 -0.50319 -0.06360
H 2.72075 -2.48019 1.00695
H 0.87571 -3.89602 0.75218
H 2.59319 0.00806 0.61663
H -1.46740 -3.02687 0.35830
H -1.22514 1.15448 -1.67482
H -2.92654 -0.13536 -2.24441
H 0.75784 2.04128 2.04985
H 1.96974 1.18699 -1.30230
H 2.19158 2.53871 -0.20101
H 1.04671 2.73058 -1.60544
```



Entry 5:
Density functional theory data (ωB97M-V/def2-TZVPD) for C20H23ClN7Pd as an isolated structure at a distorted geometry.

- Energy relative to the best compared isomer or geometry (same formula, charge and spin): 22.0 kcal per mole
- DFT total energy: -47518.9949 eV
- Net charge: +3
- Maximum force: 2.15 eV/Å
- HOMO energy: -17.3725 eV

The geometry in XYZ format:
```
52
C20H23ClN7Pd | the Open Molecules 2025 dataset | ωB97M-V/def2-TZVPD
Pd -0.00857 0.02599 1.73130
C -1.30018 2.61842 0.86152
N -0.05242 1.87554 0.53714
C 1.23534 2.61537 0.64728
C 2.27150 1.65974 1.14178
N 1.93297 0.51751 1.72694
C 3.11315 -0.14006 2.09414
C 3.33437 -1.36280 2.72228
C 4.64752 -1.71409 2.94998
C 5.71328 -0.88001 2.56195
C 5.50058 0.33064 1.93980
C 4.17259 0.67821 1.71442
N 3.59484 1.80336 1.11788
C -2.32743 1.59433 1.21662
N -1.96063 0.45563 1.79584
C -3.12535 -0.25671 2.11300
C -3.32146 -1.48402 2.74272
C -4.62830 -1.87821 2.93595
C -5.71130 -1.08778 2.50602
C -5.52400 0.12172 1.87370
C -4.20300 0.51981 1.69431
N -3.65196 1.67631 1.13391
H -1.10913 3.26181 1.72226
H -1.62520 3.25481 0.03663
H -0.14188 1.52477 -0.41284
H 1.52940 3.03194 -0.31804
H 1.11825 3.45071 1.33956
H 2.51664 -2.00818 3.01794
H 4.87262 -2.65314 3.43680
H 6.72719 -1.20368 2.75248
H 6.32119 0.97190 1.64773
H 4.09758 2.59354 0.73744
H -2.49091 -2.09810 3.06686
H -4.83446 -2.81697 3.43196
H -6.71827 -1.44181 2.67836
H -6.35865 0.71681 1.52807
H -4.17345 2.44378 0.73218
Cl 0.33156 -1.28725 -0.40640
C -0.14315 -1.94457 1.07918
H 0.61834 -2.55088 1.55685
H -1.19138 -2.22497 1.10988
C 1.03830 -1.76760 6.65035
N 0.12499 -0.78282 6.02562
C -0.67148 0.09354 6.91634
C 0.06900 -0.64798 4.75334
N 0.01446 -0.52388 3.59915
H 0.46058 -2.38490 7.33477
H 1.81177 -1.23717 7.20244
H 1.48790 -2.39193 5.88375
H -1.23450 -0.53425 7.60309
H -1.35664 0.69338 6.32413
H 0.00248 0.73926 7.47584
```